No. 1
A 10-piece molecular cluster, C42H44BF4O24 overall, computed with ωB97M-V/def2-TZVPD.

Structure (XYZ):
```
115
Properties=species:S:1:pos:R:3:forces:R:3:lowdin_charge:R:1
O 1.389518 -7.198622 0.476787 -3.6 3.3 -0.2 0.025
C -0.928180 -3.414385 0.951361 5.7 -2.0 2.0 -0.074
H 3.387416 4.552127 -2.926806 -1.0 1.1 0.1 0.094
H 4.143479 -2.460350 2.335322 -0.3 -0.1 -0.1 0.081
C -4.366888 0.274743 2.956907 -1.2 -2.8 8.7 -0.126
H -0.951662 0.301992 4.913516 -1.5 3.8 -0.4 0.009
C 1.469304 1.500295 -5.035335 3.5 2.0 -5.4 0.083
H -1.040519 -1.737019 1.443712 0.7 2.3 0.7 0.055
B 0.113188 0.621668 0.899942 2.9 -0.3 -0.2 -1.502
O -1.696633 -2.402437 1.374288 0.3 -2.4 -1.4 0.122
H -8.495310 -0.370509 1.066179 -1.0 2.1 -9.4 -0.009
C -3.103685 2.308841 -3.944252 1.1 -2.5 3.2 -0.475
H -2.796078 -2.003231 5.412404 0.1 -0.6 -1.5 0.071
O -2.464619 1.500718 -4.573141 0.3 0.5 -0.8 0.072
O -2.434327 -5.489888 -4.610474 10.3 5.6 -1.6 0.176
H 2.819367 5.400642 -4.304758 -0.8 -0.5 -0.8 0.056
O 5.188993 1.937575 -4.914206 -1.3 -0.4 0.0 0.079
C -7.191278 -0.026373 2.314468 1.8 1.6 -7.2 -0.102
C -1.659959 -4.690207 0.391107 0.9 4.7 1.1 -0.432
O -3.984101 0.948148 0.843138 0.0 -0.7 0.2 0.126
C 3.909141 -2.409627 4.410884 4.2 3.5 -3.0 -0.486
H -4.735768 -2.109232 -2.865308 1.8 0.9 0.5 0.134
C 5.924164 3.449082 2.085718 1.6 0.2 -3.9 0.060
H -2.866910 3.437884 -2.090472 0.9 4.2 0.3 0.035
H -3.129317 -5.917404 -4.517858 -10.7 -6.1 1.0 -0.018
F -0.186977 0.395279 -0.394625 -0.9 -0.2 -2.2 0.193
H -5.327689 2.824862 -3.740629 1.8 -0.9 0.0 0.115
O 7.301686 3.351307 0.004973 -1.3 -0.3 -0.1 0.030
C 0.612921 4.792822 -1.588723 -0.7 -0.2 0.2 -0.020
H -0.491696 4.673204 -1.724243 0.9 0.1 0.2 0.080
C -0.841809 -1.334120 6.127056 1.5 1.2 2.6 -0.425
H 4.162848 -0.835783 2.745780 0.5 0.8 0.6 0.065
F 0.433720 1.906158 1.128881 -0.6 3.6 0.0 0.197
H -1.630782 2.079336 -2.266434 -2.9 0.8 0.0 0.138
F 1.307893 -0.006978 1.208523 1.3 -1.8 0.2 0.152
C -1.166983 -2.489937 -2.550620 2.7 -3.3 -2.5 -0.361
H -1.320243 -0.203300 -1.742186 -1.3 -1.3 -0.3 0.101
H -2.779334 -0.374145 5.921720 0.5 -0.8 0.6 0.087
C 2.551725 5.260374 -3.270421 1.9 0.6 1.2 -0.031
H 2.643096 -1.647918 2.704032 -0.9 0.0 0.1 0.033
C -4.383667 2.776243 -4.404316 -4.4 1.0 -0.9 -0.053
C -6.233307 0.591082 1.309401 -3.0 -3.8 6.8 0.129
C -6.816798 -0.121625 3.692900 -1.2 -0.8 3.5 -0.391
O -2.989775 0.367894 3.266770 -4.5 -0.4 0.2 0.072
C -2.460757 -4.340376 -3.966903 7.8 2.3 2.7 -0.180
O 2.145505 0.086283 -1.641887 4.1 1.7 -2.9 0.101
H -2.619083 0.226798 2.406099 1.4 0.3 -1.3 0.053
C -3.687422 -3.613684 -3.726742 -1.1 -0.2 0.5 -0.376
H 7.397112 3.122614 -0.999063 -1.6 0.6 2.6 0.174
C 4.887084 3.028283 -0.242240 -2.4 0.1 1.7 -0.463
O -2.265778 -0.537333 -1.900905 -0.4 -1.4 0.1 0.062
C 3.505352 2.783014 1.927252 -1.7 -1.0 -6.8 -0.102
C 1.414971 -4.671531 0.947585 -3.6 1.6 1.1 -0.448
C 3.591084 2.778181 0.314425 0.0 -0.1 6.7 0.122
O -0.133271 -1.631336 7.120585 -2.1 0.1 -2.9 0.024
C 2.353236 0.615961 -2.895806 4.9 0.2 0.7 -0.113
C 2.869675 1.926469 -5.530515 -5.3 -2.5 3.0 -0.141
O 2.545735 -4.797173 1.243672 4.4 -0.3 0.5 0.121
H 4.572705 0.911894 -2.667143 -0.8 -0.1 -0.4 0.116
O -4.734336 -4.099111 -4.195808 1.1 0.9 0.7 0.065
C -3.636915 -2.383619 -2.907928 1.4 0.8 1.2 0.110
O 4.397925 3.416113 4.048014 2.0 -0.5 -6.3 0.011
H -4.782161 2.276145 -5.320205 0.9 0.4 0.5 0.098
H -1.463132 -6.724597 -0.094918 0.9 0.4 0.5 0.118
C -2.397471 -1.828611 -2.334884 -5.0 2.6 -1.5 -0.162
C -0.291750 -0.440070 5.011173 4.6 -7.2 -1.7 -0.011
C 3.713083 0.992239 -3.358624 -3.6 -1.6 3.1 0.070
H 0.888488 -0.525278 5.085678 -2.5 1.6 0.3 0.132
O 3.098605 2.559938 -6.676656 3.5 -1.8 1.7 0.139
H 0.817166 5.873554 -1.266865 0.1 -2.0 0.3 0.108
O -8.402750 -0.565532 1.879439 2.9 -0.8 10.8 0.156
C 4.667541 3.258626 2.743699 -2.1 0.3 5.6 -0.279
O 0.574282 4.042048 -3.855336 1.4 0.9 2.1 0.017
C 4.036944 1.605073 -4.620140 0.6 0.8 -0.5 -0.374
H 5.403107 -2.946671 5.858785 0.6 0.7 -1.7 0.100
H 0.963047 -2.585824 1.550571 2.3 3.7 1.4 0.019
H 2.315768 2.939936 -6.888179 -3.9 2.0 -1.6 0.059
C -4.804744 0.542955 1.668482 -0.9 2.8 -4.4 -0.385
C 5.438565 -2.442430 4.822400 -1.3 -1.5 0.9 -0.030
H -2.766588 -1.846062 6.960128 -1.0 -0.9 3.5 0.035
C 1.213581 4.606364 -2.940358 -1.2 0.2 -3.4 -0.477
C -1.152450 -3.764959 -3.423310 -5.3 -0.3 -0.2 0.162
O -2.793044 -4.437668 0.062189 -1.0 -1.2 -0.5 0.107
O 0.154334 0.345133 -3.443956 -0.8 0.0 -0.4 0.107
C 0.687045 -5.897885 0.580970 -5.7 -4.0 -2.0 0.021
C -2.360139 -1.389164 6.161054 0.9 1.6 -2.6 -0.027
C 0.632859 -3.468536 1.259976 -8.3 -3.7 -3.6 0.133
H 2.735017 6.348041 -2.887287 -0.5 -2.1 0.2 0.107
H -6.550878 0.580462 0.336321 -0.4 0.3 -2.4 0.077
H 0.598155 1.621802 -5.823950 1.8 -0.1 2.0 0.157
C 1.219862 0.779941 -3.822058 0.1 0.3 0.7 -0.393
H 1.673493 2.122590 2.172515 -3.1 -1.1 -2.9 0.027
F -0.816256 0.191782 1.723647 -3.1 -1.4 2.1 0.229
H 2.328314 -7.255205 0.671656 0.3 1.3 0.3 0.094
O 5.008956 3.138329 -1.424752 1.3 0.1 -3.1 0.072
C -0.903656 -5.848520 0.300697 6.8 -3.6 0.1 0.091
O 2.441538 2.384311 2.576851 5.1 2.1 3.0 0.160
H 0.933677 3.869966 -0.991568 -0.1 1.8 0.0 0.101
H 1.294596 -0.148002 -1.352953 -2.6 -0.3 -0.2 0.034
O 3.115617 -2.898999 5.096487 -3.0 -1.7 2.0 0.104
H -0.124282 -4.110477 -3.335419 -0.4 -0.9 -0.9 0.105
C 6.047089 3.283597 0.626139 2.7 0.2 3.6 -0.119
H -3.479108 2.241946 -1.894088 -5.3 -4.2 4.0 -0.008
H -0.346210 -1.021730 3.962807 -0.5 1.0 2.1 0.117
H 2.762006 2.526606 -0.363884 0.4 0.0 0.8 0.093
C -2.738710 2.494826 -2.430431 7.2 -0.3 -5.8 0.014
C -5.400340 -0.121163 4.013751 6.3 2.0 -1.2 0.122
H 6.008520 -1.526499 4.839017 -0.4 0.7 0.2 0.055
H 6.783409 3.788659 2.693212 -0.6 -0.4 -0.6 0.125
H -4.922035 -0.195091 5.131850 -1.8 0.1 -3.0 0.160
C 3.656791 -1.739905 3.006983 0.8 -1.9 0.6 0.002
O -7.704424 -0.234453 4.563247 1.5 0.2 -1.4 0.095
H 5.954173 -3.030456 4.049354 -0.1 -0.3 0.4 0.067
H -4.378568 3.838072 -4.540144 0.5 1.0 -0.8 0.069
O -0.073919 -2.089790 -2.172771 -1.1 0.0 0.5 0.103
```
Positions in Å, forces in eV/Å.

Properties
E_tot	-3856.49138	Eh
HOMO-LUMO gap	6.0	eV
relative energy (zero: lowest compared OMol25 entry of this formula, charge and spin)	72.49	kcal per mole
total charge	-1
HOMO energy	-6.610	eV



No. 2
C42H44BN8O3S8W as an isolated structure, computed with ωB97M-V/def2-TZVPD.

Structure (XYZ):
```
107
Properties=species:S:1:pos:R:3:forces:R:3:lowdin_charge:R:1
H 1.549648 5.285590 -2.645946 0.0 0.0 0.0 0.087
C -1.926101 4.589014 -2.819483 0.0 0.1 0.0 0.006
C 3.417455 3.116561 -1.097113 -0.2 0.0 0.0 0.038
O 0.209505 -0.587172 8.683492 0.0 0.0 0.0 0.132
O -0.879788 1.303357 8.323200 0.0 -0.1 0.0 0.139
C -4.403278 -2.614913 0.364277 0.0 0.0 0.0 -1.466
N -1.104064 1.339977 -1.345017 0.0 0.2 -0.2 -0.039
C -1.909102 0.943167 -2.383930 0.1 0.0 0.0 -0.298
H -2.883864 -0.899791 -1.982673 0.0 0.0 0.0 0.025
H 4.964675 1.283303 -0.125323 0.0 0.0 0.0 0.095
C 2.241901 -1.903735 -5.983485 0.0 0.0 0.0 -0.056
N -1.060381 2.715233 -1.430416 0.0 -0.1 0.1 0.050
C -2.426788 1.077457 3.258519 0.0 -0.1 0.0 -0.054
H 1.347564 -1.588277 3.951277 0.0 0.0 0.0 0.091
H -1.792689 0.476272 3.908752 0.0 0.0 0.0 0.056
H -3.020626 0.415624 2.632594 0.0 0.0 0.0 0.023
S -3.424315 -1.191362 0.598254 -0.1 0.0 0.1 0.947
S -3.740828 -4.001973 1.177145 0.0 0.1 0.0 0.950
H 0.656221 -1.708778 6.286898 0.0 0.0 0.0 0.116
C -0.532677 -1.950449 -6.016645 0.0 0.0 0.0 -0.081
C 2.283605 -3.334024 1.328411 0.0 0.0 -0.1 -0.002
H 3.750186 0.218436 0.593018 0.0 0.0 0.0 0.025
C -2.346085 -0.415136 -2.788336 0.1 0.0 0.0 -0.029
N -0.606266 3.220194 0.931382 0.0 -0.1 0.0 0.036
H 3.116982 5.686258 -1.949821 0.0 0.0 0.0 0.091
S 1.658209 0.696935 2.125666 0.0 0.3 -0.1 0.754
C -1.517179 -4.560142 -1.765983 0.0 0.0 0.0 -0.041
C -2.083403 -1.955926 1.411714 -0.1 -0.3 0.1 -0.956
H -2.343951 5.159081 -1.990741 0.0 0.0 0.0 0.094
H -2.978335 2.043538 -3.943055 0.0 0.0 -0.1 0.127
C 2.270137 -3.095976 -3.769842 0.0 -0.1 0.1 -0.387
H -2.346696 -5.092201 -2.210704 0.0 0.0 0.0 0.125
H 4.102111 0.134662 -1.130357 0.0 0.0 0.0 0.052
H 1.595539 -3.722948 -3.186955 0.0 0.0 0.0 0.058
H 3.085196 -3.943194 0.906611 0.1 0.0 0.0 0.105
H 0.057962 2.532519 6.344833 0.0 0.0 0.0 0.130
H -1.211214 -2.667147 4.333405 0.0 0.0 0.0 0.012
C 3.015844 1.897404 -0.567588 0.0 0.1 0.1 -0.321
S 1.273765 0.322254 -3.339905 0.0 0.0 -0.1 0.792
H -1.253416 6.025131 0.972614 0.0 0.0 0.0 0.089
C 2.282840 3.896889 -1.202384 0.0 -0.3 0.1 -0.241
H -3.030310 -0.305037 -3.626889 0.0 0.0 0.0 0.101
C 1.894124 -0.715251 -2.238976 0.3 0.1 0.1 -1.080
H -1.502306 -1.027492 -3.108798 -0.1 0.0 0.1 0.060
H -0.380340 -2.985098 -4.141572 0.0 0.0 0.0 0.098
C -2.250833 -3.263778 1.704812 -0.1 0.1 0.0 -0.967
H 3.103167 -3.718158 -4.103416 0.0 0.0 0.0 0.087
C -0.179073 0.432724 7.894570 -0.1 0.1 0.0 -0.478
S 3.122167 -1.967297 -2.598124 0.0 0.1 0.0 0.929
C -0.964194 4.105394 1.869964 0.0 -0.2 -0.1 -0.248
W 0.138286 0.299358 0.124299 0.4 0.2 0.5 1.605
C -1.641207 3.413559 2.851374 0.1 0.0 -0.1 0.018
H 3.323918 -1.873414 -5.962792 0.0 0.0 0.0 0.120
N 1.259605 3.166212 -0.741586 0.0 0.0 0.3 0.041
H -3.115833 1.636539 3.889627 0.0 0.0 0.0 0.096
B -0.185597 3.558675 -0.500084 0.0 -0.2 0.0 -0.546
N 1.676630 1.929978 -0.346362 0.0 0.1 -0.4 -0.086
C 1.549165 -2.490409 -4.929779 0.0 0.0 0.0 -0.334
C -2.329225 2.050443 -3.087997 0.0 0.1 0.2 0.039
H -0.945807 6.043503 2.710424 0.0 0.0 0.0 0.091
C 0.721441 1.694311 4.480140 0.0 0.1 -0.1 -0.100
H -0.271350 -6.308107 -1.586112 0.0 0.0 0.0 0.118
C 1.048039 -0.685064 4.466414 0.0 0.0 -0.1 -0.142
H 1.643383 5.932750 -1.008428 0.0 0.0 0.0 0.082
H 0.858594 -1.143508 8.239203 0.0 0.0 0.0 0.099
H 1.577175 -3.986411 1.833453 0.0 0.0 0.0 0.048
C 3.996465 0.811770 -0.280914 0.0 -0.1 0.1 -0.043
C 0.568531 -3.172054 -0.555094 -0.1 0.1 0.0 -0.123
C -0.360359 -5.247603 -1.403288 0.0 0.0 0.0 -0.044
C 0.162830 -1.350945 -7.053765 0.0 0.0 0.0 -0.079
H -2.593413 4.677866 -3.673444 0.0 0.0 0.0 0.092
H 2.094588 -0.873300 -7.852425 0.0 0.0 0.0 0.108
H 0.778538 2.643304 3.967386 0.0 0.0 0.0 0.104
H -2.386499 -3.989294 4.590397 0.0 0.0 0.0 0.050
H 1.539968 -5.080226 -0.460228 0.0 0.0 0.0 0.126
C -0.679166 5.560849 1.773783 0.0 0.1 0.0 0.002
C -0.588262 -2.475448 -0.963919 0.1 0.0 0.1 -0.280
N -1.001327 1.945497 1.273725 0.0 0.4 0.3 -0.053
N 2.068595 -1.347306 0.129017 0.3 -0.3 -0.2 -0.049
O -0.769604 -1.156286 -0.729842 -0.2 -0.3 -0.5 -0.389
H -0.347572 4.709431 -0.713384 0.0 0.2 -0.1 0.116
H -0.657240 -4.266142 4.869308 0.0 0.0 0.0 0.043
H -0.967474 5.034032 -3.082713 0.0 0.0 0.0 0.084
N 1.609995 -0.558909 -0.923814 -0.7 -0.3 0.3 -0.352
H -1.614076 -1.979653 -6.033394 0.0 0.0 0.0 0.105
C 1.551579 -1.333411 -7.038011 0.0 0.0 0.0 -0.071
H -2.099759 3.818418 3.734271 0.0 0.0 0.1 0.129
C 0.160101 -2.519293 -4.958810 0.1 0.0 0.0 -0.074
C -1.654168 2.079643 2.465335 -0.1 0.0 -0.3 -0.315
C -1.777341 3.155089 -2.463325 0.1 -0.2 0.1 -0.231
C -1.637187 -3.208527 -1.542283 0.0 0.1 -0.1 -0.038
C 1.040112 0.530706 3.783830 0.1 -0.1 0.0 -0.638
H 2.739133 -2.631299 2.023041 0.0 0.0 0.0 0.088
H 4.420801 3.388603 -1.365641 0.1 0.0 0.0 0.125
C 0.296613 0.417672 6.471435 0.0 0.0 -0.1 -0.122
H -0.373589 -0.907237 -7.882015 0.0 0.0 0.0 0.105
S -5.763803 -2.620478 -0.531321 0.1 0.0 0.1 0.613
H 0.377417 5.742356 1.578753 0.0 0.0 0.0 0.092
C 0.675448 -0.742134 5.797760 0.0 0.1 0.1 -0.021
S -1.112444 -4.302401 2.552994 0.0 0.0 0.0 0.852
S -0.693957 -1.029038 1.954400 -0.1 0.2 0.0 0.750
C 0.335087 1.637594 5.805606 0.0 -0.1 0.1 0.009
C 1.623044 -2.557668 0.236586 0.0 0.0 0.0 -0.313
C 0.649114 -4.558451 -0.779491 0.0 0.1 0.0 -0.027
C -1.383338 -3.738665 4.254121 -0.1 0.0 0.0 -0.352
H -2.569909 -2.725622 -1.787914 0.1 0.0 0.0 0.092
C 2.134557 5.278399 -1.726478 0.0 0.1 0.0 0.003
```
Positions in Å, forces in eV/Å.

Properties
E_tot	-5567.98847	Eh
HOMO-LUMO gap	5.5	eV
relative energy (zero: lowest compared OMol25 entry of this formula, charge and spin)	36.66	kcal per mole
total charge	+1
HOMO energy	-10.468	eV



Strongest force on any atom / eV Å⁻¹: 12.3 0.8